# 1
Formula: C4H5NO2S
Source: the OMol25 dataset
Level of theory: the ωB97M-V functional and the def2-TZVPD basis

Values from the calculation:
Electronic energy = -20643.869 eV
Energy above the lowest of the compared OMol25 structures with the same formula, charge and spin = 145.5 kcal/mol
HOMO energy = -0.3139 Ha
Structure (SMILES) = C=C(C=O)N(O)C=S

Geometry as XYZ:
```
13
C4H5NO2S (the ωB97M-V functional and the def2-TZVPD basis)
C 1.18 -0.21 -0.59
C -1.34 0.54 -0.62
C -1.73 0.09 -1.86
C -1.64 1.65 0.33
H 0.23 -0.99 1.47
H 1.30 0.58 -1.28
H -2.85 0.29 -2.15
H -1.13 -0.78 -2.33
H -2.48 2.54 0.01
N -0.03 -0.15 -0.16
O -0.54 -1.15 0.86
O -1.15 1.51 1.55
S 2.49 -0.99 0.15
```

***

# 2
Formula: C6H12O4
Source: the OMol25 dataset
Level of theory: the ωB97M-V functional and the def2-TZVPD basis

Values from the calculation:
Electronic energy = -14602.588 eV
Energy above the lowest of the compared OMol25 structures with the same formula, charge and spin = 106.6 kcal/mol
HOMO energy = -0.3541 Ha
Structure (SMILES) = CC(=O)CCOCC=O.O

Geometry as XYZ:
```
22
C6H12O4 (the ωB97M-V functional and the def2-TZVPD basis)
O 4.04 1.49 -2.52
C 3.28 0.67 -2.07
C 2.06 1.04 -1.26
O 1.39 -0.13 -0.89
C 0.24 0.12 -0.12
C -0.42 -1.20 0.24
C -1.89 -0.92 0.92
C -1.87 -2.21 1.66
O -2.22 0.13 1.42
H 3.38 -0.41 -2.32
H 2.40 1.61 -0.37
H 1.43 1.71 -1.86
H 0.50 0.67 0.79
H -0.46 0.75 -0.71
H -0.65 -1.78 -0.66
H 0.34 -1.83 0.73
H -2.93 -2.31 1.06
H -1.43 -3.13 1.27
H -1.95 -2.04 2.74
O -2.01 2.85 0.78
H -1.20 3.04 0.29
H -2.02 1.88 0.90
```

***

# 3
Formula: C7H6NO4
Source: the OMol25 dataset
Level of theory: the ωB97M-V functional and the def2-TZVPD basis

Values from the calculation:
Electronic energy = -17037.575 eV
Energy above the lowest of the compared OMol25 structures with the same formula, charge and spin = 5.2 kcal/mol
HOMO energy = -0.1808 Ha
Total charge = -1

Geometry as XYZ:
```
18
C7H6NO4 (the ωB97M-V functional and the def2-TZVPD basis)
C 1.25 0.21 -0.96
C 0.19 1.18 1.06
C -0.96 -0.42 -0.50
C 0.41 -2.46 -1.78
C 1.52 1.69 1.41
C -2.26 -0.21 0.23
C 0.13 0.35 -0.10
N 2.21 0.06 -1.59
O 0.43 -2.55 -2.94
O -0.77 1.40 1.78
O -0.88 -1.11 -1.62
O 0.66 -2.88 -0.70
H 1.57 2.08 2.38
H 1.85 2.46 0.66
H 2.20 0.75 1.14
H -2.42 0.96 0.41
H -2.97 -0.92 -0.24
H -2.14 -0.60 1.35
```

***

# 4
Formula: C4H2F2O
Source: the OMol25 dataset
Level of theory: the ωB97M-V functional and the def2-TZVPD basis

Values from the calculation:
Electronic energy = -11657.468 eV
Energy above the lowest of the compared OMol25 structures with the same formula, charge and spin = 94.0 kcal/mol
HOMO energy = -0.3354 Ha

Geometry as XYZ:
```
9
C4H2F2O (the ωB97M-V functional and the def2-TZVPD basis)
C 1.02 -0.31 1.27
C 0.13 -0.66 0.24
C 1.56 -0.34 -0.10
C -1.07 -0.92 -0.19
O -2.11 -1.28 -0.45
F 1.92 0.85 -0.74
F -1.80 1.40 0.24
H 2.16 -1.08 -0.66
H -1.81 2.33 0.39
```

***

# 5
Formula: C38H44ClN9O4S2Sr
Source: the OMol25 dataset
Level of theory: the ωB97M-V functional and the def2-TZVPD basis

Values from the calculation:
Electronic energy = -96749.688 eV
Energy above the lowest of the compared OMol25 structures with the same formula, charge and spin = 16.9 kcal/mol
HOMO energy = -0.2537 Ha

Geometry as XYZ:
```
99
C38H44ClN9O4S2Sr (the ωB97M-V functional and the def2-TZVPD basis)
Sr -0.17 0.06 0.21
Cl -0.20 -4.21 -5.67
C -0.58 -3.64 -4.06
C -1.65 -2.77 -3.87
C -1.95 -2.31 -2.60
C -1.22 -2.70 -1.45
C -1.49 -2.17 -0.12
C -0.15 -3.60 -1.70
C 0.16 -4.07 -2.97
H -2.25 -2.47 -4.72
H -2.80 -1.65 -2.47
H -1.20 -2.87 0.66
H -2.55 -1.90 0.01
H 0.41 -3.99 -0.85
H 0.94 -4.80 -3.12
C -2.69 4.65 1.18
C -2.92 3.99 -0.17
S -1.72 2.75 -0.64
O -1.67 1.76 0.53
C -0.16 3.68 -0.59
C 0.53 3.63 0.77
H -3.59 5.20 1.46
H -1.87 5.36 1.15
H -2.50 3.91 1.95
H -2.94 4.70 -1.01
H -3.86 3.43 -0.20
H -0.39 4.70 -0.91
H 0.45 3.22 -1.37
H 0.02 4.23 1.52
H 1.55 4.00 0.67
H 0.58 2.62 1.17
C 4.75 -2.03 -2.81
C 3.55 -2.74 -2.22
N 2.78 -1.77 -1.45
C 3.34 -0.80 -0.66
N 2.57 -0.13 0.16
C 3.22 0.83 1.06
C 4.40 1.51 0.41
C 5.37 0.42 -0.01
N 4.68 -0.57 -0.83
C 5.53 -1.42 -1.67
H 4.41 -1.25 -3.49
H 5.38 -2.73 -3.36
H 3.89 -3.57 -1.59
H 2.90 -3.15 -2.99
H 1.85 -2.06 -1.20
H 3.55 0.33 1.97
H 2.48 1.57 1.38
H 4.89 2.20 1.10
H 4.07 2.07 -0.47
H 5.80 -0.05 0.87
H 6.19 0.83 -0.60
H 5.99 -2.21 -1.06
H 6.34 -0.79 -2.04
O 2.95 -2.18 9.83
S 3.15 -0.81 9.43
O 4.00 -0.62 8.27
O 3.38 0.13 10.51
C 1.49 -0.37 8.82
N 0.54 -0.05 9.72
C -0.65 0.26 9.23
C -0.94 0.26 7.87
C 0.10 -0.10 7.03
N 1.30 -0.41 7.50
C 0.00 -0.14 5.54
C -1.16 0.18 4.84
C -1.14 0.15 3.46
N -0.05 -0.20 2.75
C 1.05 -0.54 3.44
C 1.12 -0.52 4.81
H -1.42 0.51 9.95
H -1.92 0.53 7.51
H -2.07 0.46 5.35
H -2.02 0.41 2.88
H 1.91 -0.85 2.85
H 2.03 -0.79 5.35
C -1.41 0.59 -4.81
C -1.31 0.85 -3.46
N -0.19 0.62 -2.75
C 0.84 0.08 -3.41
C 0.83 -0.23 -4.76
C -0.33 0.05 -5.47
C 2.00 -0.89 -5.38
C 2.69 -0.54 -6.45
C 2.56 0.69 -7.28
C 3.16 0.72 -8.53
C 3.03 1.88 -9.28
N 2.36 2.94 -8.83
C 1.83 2.81 -7.62
N 1.89 1.74 -6.82
H -2.34 0.80 -5.33
H -2.15 1.25 -2.91
H 1.73 -0.14 -2.82
H -0.38 -0.19 -6.53
H 2.29 -1.83 -4.90
H 3.47 -1.22 -6.78
H 3.71 -0.13 -8.91
H 3.47 1.96 -10.26
H 1.28 3.66 -7.23
```

***

# 6
Formula: C25H32I2N2O5P2SSm
Source: the OMol25 dataset
Level of theory: the ωB97M-V functional and the def2-TZVPD basis

Values from the calculation:
<S²> = 8.76
Electronic energy = -103179.957 eV
HOMO energy (spin up / spin down) = -0.3668 / -0.3667 Ha
Total charge = +1
Spin multiplicity = 6

Geometry as XYZ:
```
70
C25H32I2N2O5P2SSm (the ωB97M-V functional and the def2-TZVPD basis)
Sm 0.25 0.33 0.62
C 3.57 -1.49 -1.77
P 3.01 -0.45 -0.39
C 4.20 0.93 -0.45
C 3.60 -1.40 1.07
C 2.82 -2.71 1.28
P 1.00 -2.47 1.07
C 0.26 -3.52 2.36
C 0.62 -3.41 -0.44
H 4.65 -1.68 -1.68
H 3.38 -1.00 -2.72
H 3.05 -2.45 -1.79
H 5.22 0.53 -0.43
H 4.07 1.58 0.41
H 4.06 1.51 -1.36
H 3.47 -0.74 1.93
H 4.67 -1.59 0.96
H 3.02 -3.10 2.28
H 3.15 -3.48 0.58
H 0.64 -4.54 2.30
H -0.82 -3.53 2.24
H 0.50 -3.12 3.35
H 1.11 -4.38 -0.43
H 0.93 -2.86 -1.33
H -0.46 -3.53 -0.52
I -3.49 -3.37 0.04
C -3.71 -1.31 0.05
C -5.02 -0.79 0.17
C -5.25 0.55 0.18
I -7.20 1.24 0.34
C -4.15 1.45 0.09
C -4.26 2.86 0.08
C -3.14 3.65 0.00
C -1.89 3.03 -0.03
N -1.75 1.72 -0.01
C -2.85 0.92 0.00
C -2.61 -0.50 -0.05
O -1.36 -0.92 -0.18
H -5.85 -1.48 0.25
H -5.24 3.31 0.12
H -3.21 4.72 -0.04
H -0.97 3.60 -0.06
C -0.12 0.11 9.35
C -0.39 0.33 7.89
C 0.08 -0.56 6.92
C -0.16 -0.35 5.57
C -0.89 0.77 5.19
C -1.38 1.68 6.14
C -1.12 1.45 7.47
S -1.29 1.06 3.54
O -0.47 0.11 2.77
O -2.69 1.07 3.32
N -0.75 2.54 3.16
C 0.57 3.10 3.58
C 1.39 3.54 2.37
C 1.55 2.36 1.45
O 1.15 2.40 0.24
O 1.91 1.26 1.97
H 0.16 -0.92 9.56
H -0.99 0.36 9.95
H 0.70 0.75 9.68
H 0.64 -1.44 7.23
H 0.21 -1.04 4.83
H -1.96 2.54 5.84
H -1.50 2.14 8.21
H -1.54 3.18 3.14
H 1.11 2.33 4.12
H 0.38 3.92 4.26
H 2.37 3.87 2.72
H 0.92 4.36 1.83
```

***

no.,maximum force (eV/A)
1,7.48
2,8.86
3,4.16
4,2.44
5,2.08
6,1.94